This record from the Open Molecules 2025 dataset describes a 14-piece molecular cluster, C66H164N13O24 overall in a non-equilibrium geometry. The level of theory is wB97M-V/def2-TZVPD.

total charge = +2
2S+1 = 2
E_LUMO (spin up / spin down) = -5.83 / -7.62 eV
<S²> = 0.777
maximum force = 0.0876 hartree/bohr

Each atom is followed by the atoms it is bonded to, with distances in Å.
Element x y z (Å)
1 N 14.3799 23.3504 -18.2842  H2 1.010, H3 1.010, H4 1.010, H5 1.010
2 H 13.6090 22.7361 -18.5044  N1 1.010
3 H 14.3968 23.5054 -17.2863  N1 1.010
4 H 14.3736 24.2117 -18.8117  N1 1.010
5 H 15.1953 22.8228 -18.5614  N1 1.010
6 N 10.9192 27.6005 -10.7613  H7 1.010, H8 1.010, H9 1.010, H10 1.010
7 H 11.0756 27.4600 -9.7734  N6 1.010
8 H 11.0803 28.5585 -11.0376  N6 1.010
9 H 9.9542 27.3923 -10.9743  N6 1.010
10 H 11.5583 27.0600 -11.3265  N6 1.010
11 N 12.6516 30.1172 -13.7916  H12 1.010, H13 1.010, H14 1.010, H15 1.010
12 H 12.1821 29.7526 -14.6082  N11 1.010
13 H 13.4129 29.5418 -13.4607  N11 1.010
14 H 11.9775 30.1223 -13.0395  N11 1.010
15 H 12.9433 31.0621 -13.9973  N11 1.010
16 C 12.9097 24.1077 -13.7925  C17 1.375, C22 1.491, H26 1.080
17 C 12.8450 25.2838 -13.0840  C16 1.375, C18 1.517, O25 1.312
18 C 13.7376 26.4538 -13.4516  C17 1.517, O19 1.301, C20 1.372
19 O 13.8603 27.5655 -12.7862  C18 1.301
20 C 14.6336 26.3827 -14.4884  C18 1.372, C21 1.503, H27 1.080
21 C 14.7734 25.1445 -15.3293  C20 1.503, C22 1.636, O24 1.260
22 C 13.7470 23.9109 -15.0108  C16 1.491, C21 1.636, O23 1.230
23 O 13.7278 22.8431 -15.6204  C22 1.230
24 O 15.5844 25.0531 -16.2895  C21 1.260
25 O 12.0147 25.2455 -12.0687  C17 1.312
26 H 12.2424 23.2937 -13.5505  C16 1.080
27 H 15.3932 27.1469 -14.5633  C20 1.080
28 C 8.2420 21.8294 -11.7574  O29 1.413, H37 1.090, H38 1.090, H39 1.090
29 O 9.1482 21.9474 -10.6790  C28 1.413, C30 1.445
30 C 10.0662 23.0584 -10.7876  O29 1.445, C31 1.541, H40 1.090, H41 1.090
31 C 10.8221 23.2561 -9.4591  C30 1.541, N32 1.415, H42 1.090, H43 1.090
32 N 9.8611 23.4107 -8.4322  C31 1.415, C33 1.551, H44 1.010
33 C 10.3915 23.1690 -6.9944  N32 1.551, C34 1.589, H45 1.090, H46 1.090
34 C 9.1230 23.1842 -6.0369  C33 1.589, O35 1.437, H47 1.090, H48 1.090
35 O 8.3608 22.0211 -6.3995  C34 1.437, C36 1.371
36 C 7.3660 21.6091 -5.5504  O35 1.371, H49 1.090, H50 1.090, H51 1.090
37 H 8.0723 22.7376 -12.3357  C28 1.090
38 H 7.2933 21.4675 -11.3611  C28 1.090
39 H 8.6454 20.9963 -12.3330  C28 1.090
40 H 9.6271 24.0027 -11.1093  C30 1.090
41 H 10.7597 22.7147 -11.5551  C30 1.090
42 H 11.3570 24.2015 -9.5502  C31 1.090
43 H 11.4407 22.3741 -9.2934  C31 1.090
44 H 9.1522 22.7263 -8.6538  N32 1.010
45 H 11.0210 23.9319 -6.5363  C33 1.090
46 H 10.9089 22.2096 -6.9882  C33 1.090
47 H 8.4408 24.0304 -6.1189  C34 1.090
48 H 9.5374 23.1813 -5.0287  C34 1.090
49 H 6.6968 22.4094 -5.2345  C36 1.090
50 H 7.7873 21.1750 -4.6437  C36 1.090
51 H 6.7394 20.8638 -6.0401  C36 1.090
52 C 18.6705 20.7176 -14.9177  O53 1.406, H61 1.090, H62 1.090, H63 1.090
53 O 18.3777 20.9266 -16.2768  C52 1.406, C54 1.442
54 C 17.3333 21.9055 -16.4521  O53 1.442, C55 1.547, H64 1.090, H65 1.090
55 C 17.5308 22.5375 -17.8499  C54 1.547, N56 1.479, H66 1.090, H67 1.090
56 N 16.8083 21.7215 -18.8498  C55 1.479, C57 1.518, H68 1.010
57 C 17.0514 22.1548 -20.2841  N56 1.518, C58 1.512, H69 1.090, H70 1.090
58 C 16.1503 21.3840 -21.2214  C57 1.512, O59 1.437, H71 1.090, H72 1.090
59 O 14.8136 21.9115 -21.2322  C58 1.437, C60 1.422
60 C 13.9701 21.5374 -22.3144  O59 1.422, H73 1.090, H74 1.090, H75 1.090
61 H 19.4210 19.9296 -14.8546  C52 1.090
62 H 17.7713 20.2584 -14.5071  C52 1.090
63 H 18.9707 21.6310 -14.4042  C52 1.090
64 H 17.4189 22.7457 -15.7629  C54 1.090
65 H 16.3148 21.5486 -16.2993  C54 1.090
66 H 18.5872 22.5042 -18.1163  C55 1.090
67 H 17.2724 23.5963 -17.8301  C55 1.090
68 H 17.1783 20.7822 -18.8190  N56 1.010
69 H 18.0711 21.8672 -20.5403  C57 1.090
70 H 16.8598 23.2073 -20.4930  C57 1.090
71 H 16.1001 20.3265 -20.9618  C58 1.090
72 H 16.5323 21.4076 -22.2420  C58 1.090
73 H 13.2219 22.3208 -22.4349  C60 1.090
74 H 13.4295 20.5943 -22.2343  C60 1.090
75 H 14.4132 21.5159 -23.3101  C60 1.090
76 C 16.9005 21.4595 -11.8014  O77 1.398, H85 1.090, H86 1.090, H87 1.090
77 O 16.0143 20.4039 -12.0340  C76 1.398, C78 1.410
78 C 14.7617 20.8640 -12.4884  O77 1.410, C79 1.589, H88 1.090, H89 1.090
79 C 14.0646 19.7740 -13.4107  C78 1.589, N80 1.467, H90 1.090, H91 1.090
80 N 12.7783 20.1941 -13.9765  C79 1.467, C81 1.460, H92 1.010
81 C 11.7111 20.4673 -13.0187  N80 1.460, C82 1.508, H93 1.090, H94 1.090
82 C 11.1490 19.3338 -12.1987  C81 1.508, O83 1.412, H95 1.090, H96 1.090
83 O 11.9409 18.6518 -11.2489  C82 1.412, C84 1.434
84 C 12.0540 19.3876 -10.0229  O83 1.434, H97 1.090, H98 1.090, H99 1.090
85 H 17.1340 21.9389 -12.7521  C76 1.090
86 H 17.8470 20.9828 -11.5464  C76 1.090
87 H 16.6176 22.1054 -10.9702  C76 1.090
88 H 14.8700 21.7543 -13.1079  C78 1.090
89 H 14.1163 21.1578 -11.6606  C78 1.090
90 H 13.9573 18.8462 -12.8488  C79 1.090
91 H 14.7796 19.4854 -14.1812  C79 1.090
92 H 12.9573 21.0698 -14.4469  N80 1.010
93 H 10.9143 21.0473 -13.4845  C81 1.090
94 H 11.9920 21.2898 -12.3609  C81 1.090
95 H 10.9171 18.5908 -12.9618  C82 1.090
96 H 10.1865 19.5924 -11.7574  C82 1.090
97 H 12.5150 20.3447 -10.2668  C84 1.090
98 H 12.6654 18.9071 -9.2591  C84 1.090
99 H 11.1219 19.6409 -9.5178  C84 1.090
100 C 15.5403 18.4239 -18.3247  O101 1.422, H109 1.090, H110 1.090, H111 1.090
101 O 14.1884 18.8517 -18.4335  C100 1.422, C102 1.425
102 C 13.7172 19.8651 -17.5489  O101 1.425, C103 1.511, H112 1.090, H113 1.090
103 C 12.4451 20.5059 -18.0524  C102 1.511, N104 1.504, H114 1.090, H115 1.090
104 N 12.7492 21.4274 -19.2009  C103 1.504, C105 1.467, H116 1.010
105 C 11.4969 21.7070 -19.9128  N104 1.467, C106 1.568, H117 1.090, H118 1.090
106 C 10.5375 22.7140 -19.1882  C105 1.568, O107 1.440, H119 1.090, H120 1.090
107 O 9.3111 22.7853 -19.9404  C106 1.440, C108 1.420
108 C 8.4099 23.7389 -19.3968  O107 1.420, H121 1.090, H122 1.090, H123 1.090
109 H 16.2388 19.2401 -18.5093  C100 1.090
110 H 15.7164 17.5974 -19.0132  C100 1.090
111 H 15.7430 18.1124 -17.3001  C100 1.090
112 H 14.5037 20.6088 -17.4210  C102 1.090
113 H 13.5458 19.4175 -16.5699  C102 1.090
114 H 11.9680 21.0775 -17.2563  C103 1.090
115 H 11.7921 19.6657 -18.2885  C103 1.090
116 H 13.3536 20.9008 -19.8154  N104 1.010
117 H 10.9552 20.7659 -20.0068  C105 1.090
118 H 11.7069 22.0624 -20.9216  C105 1.090
119 H 11.0355 23.6749 -19.0590  C106 1.090
120 H 10.2121 22.4771 -18.1752  C106 1.090
121 H 7.9807 23.4687 -18.4320  C108 1.090
122 H 7.5897 23.8933 -20.0978  C108 1.090
123 H 8.9245 24.6975 -19.3302  C108 1.090
124 C 4.1767 28.4801 -18.7954  O125 1.412, H133 1.090, H134 1.090, H135 1.090
125 O 4.3811 28.0841 -17.4556  C124 1.412, C126 1.378
126 C 5.6728 28.2762 -17.0158  O125 1.378, C127 1.548, H136 1.090, H137 1.090
127 C 5.8032 27.6685 -15.5983  C126 1.548, N128 1.477, H138 1.090, H139 1.090
128 N 5.5089 26.2375 -15.3800  C127 1.477, C129 1.496, H140 1.010
129 C 6.4305 25.3042 -16.0986  N128 1.496, C130 1.536, H141 1.090, H142 1.090
130 C 7.7881 25.1549 -15.3962  C129 1.536, O131 1.461, H143 1.090, H144 1.090
131 O 8.6671 24.2185 -16.0917  C130 1.461, C132 1.394
132 C 9.5951 23.5835 -15.2684  O131 1.394, H145 1.090, H146 1.090, H147 1.090
133 H 4.6772 29.4236 -19.0136  C124 1.090
134 H 3.1138 28.4936 -19.0364  C124 1.090
135 H 4.6510 27.6867 -19.3729  C124 1.090
136 H 5.8957 29.3421 -16.9704  C126 1.090
137 H 6.4193 27.8385 -17.6786  C126 1.090
138 H 5.1099 28.2612 -15.0015  C127 1.090
139 H 6.8170 28.0206 -15.4077  C127 1.090
140 H 4.5967 26.0037 -15.7454  N128 1.010
141 H 6.5764 25.5232 -17.1563  C129 1.090
142 H 5.8495 24.3820 -16.0900  C129 1.090
143 H 7.6077 24.9482 -14.3413  C130 1.090
144 H 8.2771 26.1146 -15.2294  C130 1.090
145 H 10.2759 24.3396 -14.8773  C132 1.090
146 H 10.2616 23.0068 -15.9097  C132 1.090
147 H 9.1915 22.9519 -14.4770  C132 1.090
148 C 12.8270 25.9768 -20.7238  O149 1.410, H157 1.090, H158 1.090, H159 1.090
149 O 13.2448 25.5488 -19.4466  C148 1.410, C150 1.387
150 C 13.7713 26.5554 -18.6507  O149 1.387, C151 1.575, H160 1.090, H161 1.090
151 C 15.2475 26.9776 -19.0030  C150 1.575, N152 1.466, H162 1.090, H163 1.090
152 N 16.2065 25.8744 -18.8928  C151 1.466, C153 1.430, H164 1.010
153 C 17.4644 26.1860 -19.4970  N152 1.430, C154 1.555, H165 1.090, H166 1.090
154 C 18.1886 27.4087 -18.8660  C153 1.555, O155 1.403, H167 1.090, H168 1.090
155 O 17.5329 28.5316 -19.3924  C154 1.403, C156 1.414
156 C 17.9427 29.8012 -18.9229  O155 1.414, H169 1.090, H170 1.090, H171 1.090
157 H 13.6524 26.3498 -21.3301  C148 1.090
158 H 12.0981 26.7864 -20.7589  C148 1.090
159 H 12.4037 25.1730 -21.3262  C148 1.090
160 H 13.6573 26.2055 -17.6247  C150 1.090
161 H 13.1078 27.4129 -18.7621  C150 1.090
162 H 15.5410 27.6938 -18.2355  C151 1.090
163 H 15.1468 27.4364 -19.9866  C151 1.090
164 H 16.2647 25.7192 -17.8964  N152 1.010
165 H 17.3090 26.3835 -20.5576  C153 1.090
166 H 17.9761 25.2295 -19.3899  C153 1.090
167 H 19.2557 27.4256 -19.0873  C154 1.090
168 H 18.0930 27.4797 -17.7825  C154 1.090
169 H 18.8582 29.9782 -19.4874  C156 1.090
170 H 17.9982 29.9108 -17.8398  C156 1.090
171 H 17.2673 30.5899 -19.2544  C156 1.090
172 C 9.3501 34.3081 -11.7198  O173 1.424, H181 1.090, H182 1.090, H183 1.090
173 O 10.3300 34.4297 -12.7460  C172 1.424, C174 1.390
174 C 11.3267 33.4734 -12.8978  O173 1.390, C175 1.514, H184 1.090, H185 1.090
175 C 12.2663 33.6230 -14.0753  C174 1.514, N176 1.450, H186 1.090, H187 1.090
176 N 13.3586 32.6777 -14.1972  C175 1.450, C177 1.448, H188 1.010
177 C 14.0679 32.9294 -15.4342  N176 1.448, C178 1.559, H189 1.090, H190 1.090
178 C 15.2253 31.9124 -15.6722  C177 1.559, O179 1.433, H191 1.090, H192 1.090
179 O 14.6076 30.6478 -15.9395  C178 1.433, C180 1.421
180 C 15.5142 29.5749 -16.1567  O179 1.421, H193 1.090, H194 1.090, H195 1.090
181 H 8.7098 33.4263 -11.7433  C172 1.090
182 H 8.7155 35.1744 -11.9070  C172 1.090
183 H 9.7772 34.4976 -10.7350  C172 1.090
184 H 10.7578 32.5461 -12.9651  C174 1.090
185 H 11.9340 33.4447 -11.9931  C174 1.090
186 H 12.7383 34.6045 -14.1193  C175 1.090
187 H 11.5623 33.4674 -14.8928  C175 1.090
188 H 14.0260 32.8192 -13.4524  N176 1.010
189 H 14.5028 33.9091 -15.2364  C177 1.090
190 H 13.4443 32.9017 -16.3277  C177 1.090
191 H 15.8028 31.8571 -14.7494  C178 1.090
192 H 15.8958 32.2400 -16.4667  C178 1.090
193 H 16.0213 29.7449 -17.1065  C180 1.090
194 H 14.9346 28.6518 -16.1676  C180 1.090
195 H 16.2323 29.4901 -15.3411  C180 1.090
196 C 16.7750 29.2703 -11.7128  O197 1.459, H205 1.090, H206 1.090, H207 1.090
197 O 16.3089 30.5379 -11.1596  C196 1.459, C198 1.372
198 C 15.0061 30.8392 -11.4666  O197 1.372, C199 1.511, H208 1.090, H209 1.090
199 C 14.6857 32.2776 -11.1336  C198 1.511, N200 1.402, H210 1.090, H211 1.090
200 N 15.2784 33.1430 -12.0640  C199 1.402, C201 1.474, H212 1.010
201 C 15.0573 34.5472 -11.6723  N200 1.474, C202 1.548, H213 1.090, H214 1.090
202 C 15.8106 35.0187 -10.4055  C201 1.548, O203 1.438, H215 1.090, H216 1.090
203 O 17.2020 34.6676 -10.4978  C202 1.438, C204 1.456
204 C 18.0495 35.0807 -9.3878  O203 1.456, H217 1.090, H218 1.090, H219 1.090
205 H 16.2384 28.4022 -11.3298  C196 1.090
206 H 17.8419 29.0969 -11.5720  C196 1.090
207 H 16.7170 29.2847 -12.8012  C196 1.090
208 H 14.3302 30.1235 -10.9987  C198 1.090
209 H 14.8802 30.6709 -12.5361  C198 1.090
210 H 15.1273 32.3924 -10.1437  C199 1.090
211 H 13.5991 32.3196 -11.0583  C199 1.090
212 H 16.2525 32.8768 -12.0832  N200 1.010
213 H 14.0227 34.8887 -11.6404  C201 1.090
214 H 15.5319 35.1348 -12.4582  C201 1.090
215 H 15.3643 34.4746 -9.5731  C202 1.090
216 H 15.6129 36.0885 -10.3389  C202 1.090
217 H 17.8238 34.6852 -8.3974  C204 1.090
218 H 18.1082 36.1658 -9.3029  C204 1.090
219 H 19.0366 34.6892 -9.6338  C204 1.090
220 C 18.9188 26.9556 -9.1489  O221 1.388, H229 1.090, H230 1.090, H231 1.090
221 O 18.5491 26.8404 -10.4820  C220 1.388, C222 1.405
222 C 17.4461 25.9748 -10.5775  O221 1.405, C223 1.544, H232 1.090, H233 1.090
223 C 17.1890 25.7583 -12.0848  C222 1.544, N224 1.500, H234 1.090, H235 1.090
224 N 18.4405 25.1040 -12.5911  C223 1.500, C225 1.429, H236 1.010
225 C 18.4043 24.8699 -14.0006  N224 1.429, C226 1.604, H237 1.090, H238 1.090
226 C 18.2679 26.1719 -14.9281  C225 1.604, O227 1.476, H239 1.090, H240 1.090
227 O 19.5417 26.9169 -14.9421  C226 1.476, C228 1.463
228 C 19.2477 28.3388 -15.1182  O227 1.463, H241 1.090, H242 1.090, H243 1.090
229 H 19.8722 27.4763 -9.0589  C220 1.090
230 H 19.0918 26.0076 -8.6396  C220 1.090
231 H 18.1929 27.6275 -8.6910  C220 1.090
232 H 16.6322 26.4720 -10.0497  C222 1.090
233 H 17.5926 24.9960 -10.1208  C222 1.090
234 H 16.8703 26.6668 -12.5958  C223 1.090
235 H 16.3227 25.1047 -12.1867  C223 1.090
236 H 19.1095 25.8286 -12.3735  N224 1.010
237 H 17.6200 24.1578 -14.2572  C225 1.090
238 H 19.2964 24.4020 -14.4169  C225 1.090
239 H 17.4616 26.8178 -14.5806  C226 1.090
240 H 17.9608 25.9069 -15.9398  C226 1.090
241 H 20.1400 28.9606 -15.1904  C228 1.090
242 H 18.8116 28.8227 -14.2443  C228 1.090
243 H 18.5573 28.5373 -15.9380  C228 1.090
244 C 9.5628 27.7449 -19.2988  O245 1.415, H253 1.090, H254 1.090, H255 1.090
245 O 10.3639 28.2464 -18.2452  C244 1.415, C246 1.383
246 C 10.5413 27.3744 -17.1868  O245 1.383, C247 1.535, H256 1.090, H257 1.090
247 C 11.4120 28.0530 -16.1202  C246 1.535, N248 1.479, H258 1.090, H259 1.090
248 N 10.7170 29.2563 -15.6134  C247 1.479, C249 1.446, H260 1.010
249 C 9.8051 28.8772 -14.5573  N248 1.446, C250 1.516, H261 1.090, H262 1.090
250 C 8.9409 30.0809 -14.2353  C249 1.516, O251 1.418, H263 1.090, H264 1.090
251 O 8.0298 30.3561 -15.2860  C250 1.418, C252 1.442
252 C 6.9166 31.1922 -14.9114  O251 1.442, H265 1.090, H266 1.090, H267 1.090
253 H 8.9354 26.8965 -19.0255  C244 1.090
254 H 10.1760 27.4497 -20.1503  C244 1.090
255 H 9.0107 28.6177 -19.6475  C244 1.090
256 H 9.6151 27.0414 -16.7185  C246 1.090
257 H 11.0127 26.4574 -17.5402  C246 1.090
258 H 11.7276 27.3330 -15.3652  C247 1.090
259 H 12.2984 28.3986 -16.6521  C247 1.090
260 H 10.3558 29.7419 -16.4219  N248 1.010
261 H 9.0961 28.0772 -14.7705  C249 1.090
262 H 10.3178 28.5032 -13.6711  C249 1.090
263 H 8.3451 29.8353 -13.3561  C250 1.090
264 H 9.4677 31.0199 -14.0658  C250 1.090
265 H 6.3750 30.5693 -14.1995  C252 1.090
266 H 6.3144 31.4689 -15.7769  C252 1.090
267 H 7.2370 32.1486 -14.4982  C252 1.090